(1)
The following is a quantum chemistry calculation of a 2-piece molecular cluster, C5H13NO overall, from the OMol25 dataset.

Each line ends with the Löwdin charge.
Cartesian coordinates (Å):
C1 -2.0356 -0.5018 1.0174  0.03
C2 -1.0444 -0.6260 0.0924  -0.44
N1 -1.1222 -0.4068 -1.2756  0.08
C3 0.2517 -1.2585 0.6032  -0.16
C4 1.3825 -0.2561 0.9396  -0.26
C5 2.5461 0.0389 -0.0152  -0.11
H1 -1.6364 -0.3218 2.0072  0.06
H2 -3.0927 -0.5342 0.8292  0.04
H3 -0.4339 -0.9701 -1.7610  0.09
H4 -2.0355 -0.6359 -1.6579  0.10
H5 -0.0443 -1.7598 1.5104  0.09
H6 0.5787 -2.0009 -0.1266  0.11
H7 0.8810 0.6805 1.1547  0.09
H8 1.7695 -0.5470 1.9338  0.10
H9 3.0126 -0.9180 -0.2947  0.07
H10 2.0646 0.4072 -0.9558  0.07
H11 3.2469 0.8115 0.2909  0.07
O1 -0.1540 2.4194 -0.9191  -0.08
H12 -0.6630 3.2223 -1.0575  0.03
H13 -0.7960 1.6933 -1.0492  0.00

Output
- maximum force (hartree/bohr) = 0.049
- LUMO level (eV) = 0.9
- SMILES = C=C(N)CCC.O
- charge = 0
- ΔE to the lowest compared entry with this formula, charge and spin (kcal/mol) = 37.55
- M (g mol⁻¹) = 103.16

---

(2)
The following is a quantum chemistry calculation of a 2-piece molecular cluster, C5H13NO overall, from the OMol25 dataset.

Each line ends with the Löwdin charge.
Cartesian coordinates (Å):
C1 0.6717 -1.8608 1.7985  -0.12
C2 -0.1350 -0.8031 1.0800  -0.14
C3 0.0977 -0.4341 -0.1963  -0.38
C4 1.2899 -0.8978 -0.9734  -0.04
N1 -0.7373 0.4585 -0.8536  -0.06
C5 -0.9994 0.4321 -2.2952  -0.10
H1 0.5430 -2.8359 1.3457  0.07
H2 1.7492 -1.6714 1.7694  0.06
H3 0.4106 -1.9564 2.8518  0.06
H4 -1.1167 -0.5932 1.5169  0.10
H5 1.0512 -1.7024 -1.6552  0.09
H6 2.1175 -1.1855 -0.3261  0.07
H7 1.7415 -0.0535 -1.5148  0.08
H8 -1.6084 0.6315 -0.3748  0.12
H9 -1.4425 1.3928 -2.5330  0.08
H10 -0.0711 0.4774 -2.8597  0.07
H11 -1.5644 -0.4424 -2.6235  0.08
O1 -0.2657 2.6869 1.4578  -0.07
H12 -0.0425 1.8924 1.9506  0.01
H13 0.2547 2.6548 0.6442  0.03

Output
- maximum force (hartree/bohr) = 0.025
- LUMO level (eV) = 0.8
- SMILES = C/C=C(\C)NC.O
- charge = 0
- ΔE to the lowest compared entry with this formula, charge and spin (kcal/mol) = 30.73
- M (g mol⁻¹) = 103.16

---

(3)
The following is a quantum chemistry calculation of a 2-piece molecular cluster, C5H13NO overall, from the OMol25 dataset.

Each line ends with the Löwdin charge.
Cartesian coordinates (Å):
C1 0.1309 -0.8622 2.3725  -0.07
C2 0.2671 -0.0634 1.0824  -0.31
C3 -0.2345 -0.7738 -0.1194  -0.11
C4 0.5338 1.2954 1.0117  -0.30
C5 0.7501 1.9048 -0.3544  -0.06
N1 0.7758 2.0853 2.2308  0.10
H1 0.9686 -0.8723 3.0258  0.05
H2 -0.3532 -1.8437 2.3085  0.07
H3 -0.6851 -0.3599 2.9551  0.09
H4 -0.7737 -1.6661 0.0764  0.05
H5 0.5302 -1.0836 -0.8342  0.07
H6 -0.8360 -0.0858 -0.8011  0.10
H7 1.1012 1.0814 -1.0295  0.09
H8 -0.1337 2.4394 -0.7959  0.10
H9 1.4167 2.7078 -0.1694  0.05
H10 0.9056 1.7065 3.0897  0.02
H11 1.5094 2.6980 1.9973  0.05
O1 -2.1408 -2.5027 -5.3601  -0.01
H12 -2.4898 -3.3335 -5.1299  0.01
H13 -1.2428 -2.4719 -5.5561  0.00

Output
- maximum force (hartree/bohr) = 0.109
- LUMO level (eV) = 0.9
- SMILES = CC(C)=C(C)N.O
- charge = 0
- ΔE to the lowest compared entry with this formula, charge and spin (kcal/mol) = 48.25
- M (g mol⁻¹) = 103.16

---

One value per record, in order, for frontier orbital gap: 0.3352 0.3154 0.3105 Ha.